Record 1
A single C3H6N2O molecule, computed with the ωB97M-V functional and the def2-TZVPD basis.

The LUMO energy comes out at 1.0 eV. The value obtained for the energy above the lowest of the compared OMol25 structures with the same formula, charge and spin is 2.1130 eV. As for the net charge: 0. The HOMO energy comes out at -8.91 eV. As for the total energy: -302.61545 a.u. The calculation puts the HOMO-LUMO gap at 9.9 eV.

```
12
Properties=species:S:1:pos:R:3:forces:R:3:lowdin_charge:R:1
C 1.51214 0.45177 1.45723 0.273 0.093 0.285 -0.116
C -0.24960 0.02397 0.06364 0.121 -0.220 -0.250 -0.153
N 1.03495 -0.19700 0.25705 -0.369 0.163 0.047 -0.090
N -0.79896 -0.40047 -1.08888 -0.139 -0.023 -0.011 0.019
C -2.15797 -0.14437 -1.21780 -0.306 -0.154 -0.441 -0.341
O -2.80926 -0.46559 -2.17806 0.088 0.098 0.219 0.039
H 2.17600 -0.20777 2.01191 0.246 0.196 0.067 0.076
H 0.60986 0.65328 2.03746 0.374 0.010 0.083 0.071
H 1.96474 1.40834 1.18620 0.314 -0.118 0.321 0.080
H 1.73137 -0.61226 -0.37053 -0.522 0.124 0.036 0.143
H -0.33108 -0.88178 -1.85276 -0.052 -0.016 -0.048 0.148
H -2.52734 0.38721 -0.32049 -0.026 -0.152 -0.308 0.124
```
Positions in Å, forces in eV/Å.

=====

Record 2
A single C3H6N2O molecule, computed with the ωB97M-V functional and the def2-TZVPD basis.

The LUMO energy comes out at 0.5 eV. The value obtained for the energy above the lowest of the compared OMol25 structures with the same formula, charge and spin is 4.9803 eV. As for the net charge: 0. The HOMO energy comes out at -7.42 eV. As for the total energy: -302.51008 a.u. The calculation puts the HOMO-LUMO gap at 8.0 eV.

```
12
Properties=species:S:1:pos:R:3:forces:R:3:lowdin_charge:R:1
C 1.37847 0.37976 0.62377 0.351 -0.058 -0.200 -0.106
N 0.45357 0.62617 -0.42846 -0.176 -0.215 -0.012 -0.039
C -0.48904 -0.18137 -0.82485 0.239 -0.101 0.150 -0.259
N -0.53615 -1.51506 -0.86021 0.005 0.056 -0.077 0.189
C -0.97334 0.98280 -0.03792 -0.233 0.301 -0.183 -0.273
O -1.16130 0.81833 1.26738 0.253 -0.111 0.144 -0.023
H 1.81153 -0.62208 0.55646 -0.059 0.128 0.014 0.019
H 2.14006 1.15712 0.67988 -0.105 -0.100 0.024 0.026
H -0.15723 0.53897 1.52602 -0.373 0.063 0.017 0.107
H -1.37693 -1.98662 -1.15123 0.129 0.098 0.040 0.110
H 0.32006 -2.05051 -0.82836 -0.112 0.089 0.031 0.110
H -1.40972 1.85249 -0.52247 0.082 -0.150 0.053 0.140
```
Positions in Å, forces in eV/Å.